No. 1
A cluster of 5 separate species, C41H97N3O3P in total in a non-equilibrium geometry. Source: the Open Molecules 2025 dataset; level of theory: ωB97M-V/def2-TZVPD.

Results
**ΔE to the lowest compared entry with this formula, charge and spin**: 0.00 kcal/mol
**Net charge**: +3
**Electronic energy**: -63967.686 eV
**HOMO energy**: -0.548 Ha

```
145
C41H97N3O3P (ωB97M-V/def2-TZVPD)
O 12.99854 2.33737 6.57594
H 12.60070 2.01310 7.39339
C 14.72833 3.98007 12.45279
C 14.07217 2.96583 11.49365
C 14.98004 2.41015 10.42837
C 15.21142 3.40961 9.29174
P 16.37732 3.04884 7.98111
C 16.18527 1.35988 7.38638
C 16.32004 0.17713 8.32129
C 16.43763 -1.12624 7.52661
C 15.11881 -1.90278 7.43889
C 18.07689 3.33917 8.49775
C 18.46298 4.76045 8.87570
C 19.96303 4.88176 9.15462
C 20.38493 6.32871 9.31853
C 15.89643 4.16941 6.64048
C 17.03604 4.47701 5.66448
C 16.61440 5.38990 4.52037
C 17.69437 5.53183 3.44650
H 15.32568 3.51734 13.23129
H 13.93976 4.62325 12.84188
H 15.37336 4.69049 11.92024
H 13.21520 3.48218 11.04349
H 13.67004 2.14978 12.09695
H 14.52018 1.52831 9.97281
H 15.92770 2.04985 10.83967
H 15.49173 4.34111 9.80224
H 14.24400 3.59761 8.81587
H 16.76680 1.30177 6.45685
H 15.16465 1.42483 6.95196
H 15.41803 0.10130 8.92589
H 17.13998 0.26702 9.03479
H 17.13714 -1.81229 8.01001
H 16.79889 -0.99970 6.50493
H 14.67925 -2.09914 8.41530
H 15.27334 -2.82029 6.87286
H 14.38422 -1.32353 6.85899
H 18.68139 2.97642 7.65792
H 18.28589 2.66298 9.33340
H 17.91341 5.11881 9.75149
H 18.23942 5.49390 8.09411
H 20.56337 4.45194 8.34703
H 20.24495 4.31326 10.04703
H 21.44421 6.42188 9.54466
H 19.77066 6.89069 10.02035
H 20.27073 6.82841 8.34710
H 15.33354 4.99360 7.06972
H 15.18342 3.55250 6.07604
H 17.30727 3.52516 5.18475
H 17.96178 4.81030 6.13189
H 16.33095 6.39012 4.86789
H 15.69911 4.98427 4.07667
H 18.48964 6.18621 3.79614
H 17.25826 5.92202 2.52702
H 18.12089 4.56305 3.17604
C 9.59160 7.65217 5.24462
C 11.08767 7.91266 5.33189
N 11.91224 6.77913 5.90001
C 13.32862 7.24541 5.94045
C 11.43933 6.56204 7.30655
C 12.12229 5.46871 8.08423
C 11.74248 5.47500 5.15193
C 12.02912 5.54176 3.66421
O 13.36828 5.77100 3.42357
C 13.61268 6.12562 2.07751
H 9.05177 7.87530 6.15959
H 9.42948 6.61850 4.93654
H 9.18341 8.25545 4.43689
H 11.36025 8.78054 5.92736
H 11.43052 8.06108 4.30928
H 13.63624 7.60169 4.96855
H 13.94009 6.41156 6.26056
H 13.40535 8.02276 6.69833
H 10.36388 6.36681 7.27353
H 11.47437 7.51237 7.84290
H 11.97877 4.45451 7.70215
H 11.76540 5.47830 9.11497
H 13.19967 5.63061 8.13027
H 10.76012 5.07675 5.38259
H 12.46125 4.77860 5.60247
H 11.33715 6.26078 3.19903
H 11.68138 4.57862 3.24838
H 13.46996 5.29314 1.37002
H 14.67401 6.34033 1.95359
H 12.98592 6.96234 1.76590
C 14.36641 2.60391 3.14999
C 14.13391 1.11472 3.17002
N 12.78781 0.61384 2.69859
C 12.60517 1.06741 1.28872
C 12.78918 -0.89872 2.73922
C 13.03854 -1.51276 4.08897
C 11.79402 1.24249 3.65027
C 10.33742 1.00156 3.34934
O 10.04223 -0.37269 3.47449
C 8.69114 -0.68267 3.24397
H 13.80558 3.15733 3.90923
H 14.17622 3.17127 2.23964
H 15.40985 2.74906 3.44067
H 14.35364 0.72921 4.16395
H 14.87752 0.56562 2.58087
H 12.56585 2.14814 1.26474
H 11.67887 0.64252 0.90582
H 13.41075 0.64603 0.69356
H 13.59602 -1.17416 2.05703
H 11.84012 -1.23920 2.34607
H 13.24053 -2.57576 3.91599
H 12.17582 -1.50837 4.75262
H 13.93256 -1.18297 4.61352
H 11.95714 2.31172 3.52421
H 12.14601 1.00771 4.65536
H 10.08390 1.35580 2.34413
H 9.73763 1.51707 4.11095
H 8.01398 -0.40006 4.06466
H 8.56499 -1.76033 3.13970
H 8.29696 -0.23068 2.32621
C 5.45415 -1.50224 6.73827
C 6.39740 -1.07095 7.82948
C 7.48339 -0.08637 7.37980
C 8.38126 0.30960 8.53966
N 9.70863 0.88947 8.12013
C 10.61214 -0.14716 7.42644
C 11.69341 -0.50832 8.44823
C 11.20184 -0.06069 9.81890
C 10.50737 1.23822 9.35976
C 9.49149 2.12422 7.31929
H 4.83146 -2.33197 7.07546
H 5.97223 -1.96103 5.89007
H 4.85169 -0.66802 6.38279
H 6.94689 -1.94762 8.22038
H 5.95424 -0.74093 8.77458
H 6.98986 0.81151 6.98154
H 8.04465 -0.47486 6.52522
H 8.66868 -0.61279 9.04975
H 7.88477 0.98242 9.23297
H 11.07742 0.35181 6.57864
H 9.95011 -0.96482 7.16959
H 12.65138 -0.01593 8.25111
H 11.94088 -1.56480 8.32158
H 11.88217 0.33606 10.56757
H 10.47118 -0.78538 10.17121
H 11.25951 1.90260 8.92594
H 9.91888 1.75416 10.11461
H 8.96342 2.78334 8.01053
H 8.84528 1.96951 6.46091
H 10.46238 2.51524 7.00565
```



No. 2
A structure of composition C34H31GeN4Pt. Source: the Open Molecules 2025 dataset; level of theory: ωB97M-V/def2-TZVPD.

Results
**Expectation value of S²**: 0.7788
**ΔE to the lowest compared entry with this formula, charge and spin**: 0.00 kcal/mol
**Net charge**: +4
**Multiplicity**: 2
**Electronic energy**: -101447.232 eV
**HOMO energy (alpha / beta)**: -0.655 / -0.655 Ha

```
71
C34H31GeN4Pt (ωB97M-V/def2-TZVPD)
Pt 1.00398 4.20563 0.15137
C -1.21024 5.16281 3.73412
C -0.90171 4.74535 2.43794
N 0.35207 4.62446 2.02016
C 1.35483 4.92910 2.88419
C 1.14215 5.35090 4.19252
C -0.19638 5.46554 4.61421
C 2.28671 5.65776 5.00550
C 3.54209 5.55108 4.51124
C 3.77128 5.13176 3.15565
C 5.03904 5.02405 2.55326
C 5.13430 4.63058 1.23925
C 3.97552 4.35050 0.51428
N 2.77067 4.44435 1.06005
C 2.66735 4.82541 2.36399
H -2.24707 5.25252 4.02411
H -1.68487 4.51462 1.72830
H -0.42150 5.79822 5.61981
H 2.12502 5.98570 6.02391
H 4.39770 5.79098 5.12871
H 5.93086 5.25555 3.12248
H 6.09296 4.54248 0.74898
H 4.02450 4.04706 -0.51951
C -0.64865 -3.30934 1.96096
Ge -1.34914 -4.12095 0.37443
C -2.76008 -3.45125 -0.63662
C -3.61782 -2.48501 -0.07807
C -4.73757 -2.07795 -0.77655
C -4.98855 -2.60191 -2.04253
C -4.13134 -3.53807 -2.61782
C -3.02680 -3.97515 -1.91558
C -0.57626 -5.83198 -0.11798
C 0.82290 -5.91453 -0.09883
C 1.48815 -7.08224 -0.44074
C 0.75585 -8.22035 -0.78076
C -0.64090 -8.18635 -0.77504
C -1.37805 -9.36028 -1.07713
C -2.78167 -9.37175 -1.04304
C -3.45355 -8.21626 -0.70988
C -2.74622 -7.03966 -0.41459
C -1.33163 -6.98745 -0.44616
H -0.90372 -3.94156 2.81479
H -1.05169 -2.31000 2.10670
H 0.43995 -3.27448 1.89981
H -3.42536 -2.07819 0.90780
H -5.42074 -1.36215 -0.34078
H -5.86644 -2.28016 -2.58790
H -4.33761 -3.92515 -3.60639
H -2.36513 -4.71057 -2.35998
H 1.41919 -5.05318 0.17899
H 2.56918 -7.11571 -0.43333
H 1.27044 -9.13929 -1.03454
H -0.83810 -10.26493 -1.33221
H -3.32046 -10.28179 -1.27039
H -4.53466 -8.20536 -0.66716
H -3.32111 -6.15999 -0.15120
C 2.63258 4.65327 -5.20522
C 1.81399 4.48450 -3.97600
C 0.44954 4.64874 -3.76372
C 0.25743 4.33791 -2.42650
N 1.40596 3.99365 -1.84608
N 2.35449 4.11928 -2.79588
C -0.90163 4.40428 -1.48110
H 2.17224 4.12888 -6.04061
H 3.64554 4.27668 -5.07279
H 2.69151 5.71016 -5.46715
H -0.28008 4.95703 -4.49261
H 3.30231 3.81786 -2.64104
H -1.75309 3.81290 -1.82145
H -1.23838 5.41734 -1.27282
H -0.71406 3.82410 -0.49980
```



No. 3
The molecule C17H16F4N4O2 in a non-equilibrium geometry. Source: the Open Molecules 2025 dataset; level of theory: ωB97M-V/def2-TZVPD.

Results
**Electronic energy**: -38810.300 eV
**HOMO energy**: -0.258 Ha

```
43
C17H16F4N4O2 (ωB97M-V/def2-TZVPD)
F 1.33005 -1.28106 3.82636
C 0.14401 -1.71962 3.41310
C -0.78998 -0.72111 2.93643
F -0.73469 0.49496 3.60023
C -2.21317 -1.16412 2.70443
O -2.99213 -0.31041 2.35285
C -2.50937 -2.55229 2.98307
F -3.78357 -2.96178 2.72884
C -1.55647 -3.49373 3.27527
F -1.82663 -4.82634 3.32016
C -0.16792 -3.08694 3.58535
O 0.70205 -3.95099 3.82156
C 0.78291 3.81586 0.99535
N 0.65782 2.91975 -0.14999
C 1.37081 3.40123 -1.30188
C 1.09492 2.61478 -2.55283
N 0.83096 1.23419 -2.30277
C 1.00661 0.40429 -3.45066
C 0.26954 -0.90301 -3.34146
N 0.18057 -1.40865 -2.00034
C -0.35086 -2.76758 -1.93898
C 0.09082 -0.59510 -0.90272
C -0.31343 -1.03799 0.37932
N -0.43073 -0.21275 1.43919
C -0.15497 1.07807 1.24121
C 0.31755 1.60474 0.02810
C 0.43009 0.75714 -1.08771
H -0.09703 3.76548 1.64657
H 1.67809 3.59530 1.60092
H 0.86841 4.83160 0.57630
H 1.07800 4.44769 -1.41709
H 2.45242 3.39212 -1.06136
H 0.23736 3.09169 -3.03657
H 1.98462 2.67662 -3.20352
H 0.61653 0.95152 -4.32662
H 2.06065 0.15549 -3.59877
H -0.76298 -0.80210 -3.73661
H 0.76263 -1.68397 -3.92987
H 0.05224 -3.31534 -1.07467
H -1.45245 -2.77704 -1.87196
H -0.03397 -3.26926 -2.86841
H -0.53734 -2.06834 0.59386
H -0.29196 1.67696 2.10631
```



No. 4
A cluster of 2 separate species, C6H7Cl2N in total in a non-equilibrium geometry. Source: the Open Molecules 2025 dataset; level of theory: ωB97M-V/def2-TZVPD.

Results
**ΔE to the lowest compared entry with this formula, charge and spin**: 85.05 kcal/mol
**Electronic energy**: -32866.365 eV
**Structure (SMILES)**: C=C/N=C(/C)Cl.C#CCl
**HOMO energy**: -0.332 Ha

```
16
C6H7Cl2N (ωB97M-V/def2-TZVPD)
C 0.90764 1.25855 2.12459
C -0.01398 0.24542 1.99201
N -0.75888 0.06360 0.81181
C -1.19220 -1.04003 0.30038
C -1.82028 -1.09432 -1.05318
Cl -0.50996 -2.56123 0.92046
H 1.64002 1.33827 3.05667
H 1.05991 1.93578 1.33145
H -0.12945 -0.51061 2.76052
H -1.79602 -2.02177 -1.53606
H -1.20493 -0.35523 -1.60855
H -2.96595 -0.91904 -0.91448
C 1.95456 0.48291 -1.45217
C 1.53071 1.12995 -2.39004
Cl 0.82676 1.91994 -3.73640
H 2.47203 0.12781 -0.60704
```